{"formula": "C10H18N2O", "method": "ωB97M-V with the def2-TZVPD basis set", "de_lowest_kcal_mol": 0.0, "smiles": "CCCC(C#N)(CCC)C(=O)NC", "e_homo_ev": -9.8, "e_tot_ev": -15689.8843, "homo_lumo_gap_ev": 10.7, "spin_multiplicity": 1, "fmax_ev_per_a": 3.8, "symbols": ["C", "H", "H", "H", "H", "H", "C", "C", "C", "H", "H", "C", "H", "N", "C", "O", "C", "H", "C", "N", "H", "H", "H", "H", "C", "H", "H", "H", "H", "H", "C"], "coordinates": [[1.318, -0.212, -1.927], [0.013, -1.598, -0.983], [-2.811, -0.277, -0.747], [3.587, 1.964, 2.346], [2.217, -0.318, -1.265], [1.636, 2.104, 1.037], [1.078, 0.099, 1.058], [-2.744, 0.063, 0.307], [3.052, 1.006, 2.253], [-0.786, -0.400, -1.930], [3.704, 0.315, 1.724], [0.015, -0.542, -1.224], [0.683, -1.127, -3.779], [1.854, 1.202, 1.469], [-3.881, -0.581, 1.132], [1.395, -0.987, 1.555], [-1.363, -0.261, 0.925], [-3.865, -1.676, 0.992], [-0.163, 0.247, 0.112], [-0.302, 2.800, -0.546], [-1.370, 0.106, 1.943], [-2.851, 1.147, 0.351], [1.284, 0.816, -2.284], [-4.865, -0.206, 0.781], [1.510, -1.162, -3.097], [2.457, -0.959, -3.652], [2.894, 0.603, 3.245], [-1.265, -1.359, 0.978], [1.607, -2.176, -2.722], [-3.753, -0.292, 2.194], [-0.285, 1.660, -0.247]], "atomic_forces_ev_per_a": [[0.8055, -0.1844, -0.0028], [0.0101, -0.2900, 0.2710], [0.0978, 0.2879, 0.5028], [-0.3515, -0.3126, -0.0570], [-0.8694, 0.1788, -0.2644], [0.3697, -0.5383, 0.4393], [2.3040, -0.2780, 1.9186], [0.1447, -0.2281, 0.2465], [0.5951, 0.4375, -0.4666], [-0.5832, 0.4067, 0.0336], [0.1670, -0.1516, 0.0444], [1.0499, -0.1455, 0.9621], [-0.4367, 0.0376, -0.4785], [-2.3342, -0.3107, -1.6101], [0.0797, 0.3317, -0.4083], [-1.0129, 0.7552, -1.2349], [-1.0416, -0.8494, -0.7614], [-0.0311, 0.4391, 0.3741], [0.4045, 0.1215, 0.1518], [-0.0082, -3.3446, 0.8794], [0.2656, 0.2252, 0.2459], [-0.1606, 0.0726, -0.3188], [0.1089, 0.1748, 0.0191], [0.5346, -0.2415, 0.2604], [1.3660, 0.0607, -0.0657], [-0.7616, 0.0138, 0.3063], [-0.4087, -0.0621, 0.1341], [0.1773, 0.3887, 0.1078], [-0.1024, -0.2525, 0.0146], [-0.2033, -0.4115, -0.4516], [-0.1749, 3.6691, -0.7918]], "mulliken_charge": [-0.02, 0.50, 0.22, 0.35, 0.21, 0.25, -0.37, -0.15, -0.88, 0.48, 0.29, -1.61, 0.36, -0.11, -1.28, -0.65, -1.57, 0.31, 2.96, -0.64, 0.52, 0.34, 0.35, 0.38, -1.41, 0.38, 0.25, 0.45, 0.36, 0.31, -0.54]}